1.
{"formula": "C2H3Cl3", "method": "ωB97M-V with the def2-TZVPD basis set", "relative_energy_kj_mol": 349.8, "elements": ["C", "C", "Cl", "Cl", "Cl", "H", "H", "H"], "coordinates": [[-1.157, -0.637, -0.074], [1.026, 0.703, -0.100], [-0.577, -2.058, 0.681], [1.940, -0.403, 0.815], [0.630, 2.174, 0.519], [-1.447, -0.782, -1.142], [-1.721, 0.225, 0.394], [1.305, 0.777, -1.092]], "forces_ev_per_a": [[0.626, 1.773, -1.398], [-1.587, -2.532, 0.580], [-0.847, 0.531, 0.117], [0.475, 0.263, 0.149], [-0.493, 1.869, 1.168], [0.480, -0.010, 1.022], [0.850, -1.617, 0.212], [0.496, -0.277, -1.850]], "nbo_charge": [-0.441, -0.329, 0.047, 0.052, 0.065, 0.198, 0.216, 0.192]}

***

2.
{"formula": "C2H3Cl3", "method": "ωB97M-V with the def2-TZVPD basis set", "relative_energy_kj_mol": 260.0, "elements": ["C", "C", "H", "H", "H", "Cl", "Cl", "Cl"], "coordinates": [[-0.310, 0.453, 0.469], [0.128, -0.388, -0.594], [-1.422, 0.637, 0.734], [0.227, -0.185, 1.491], [0.080, 1.772, 0.430], [1.813, 0.159, -0.681], [-0.712, -0.473, -2.120], [0.198, -1.974, 0.271]], "forces_ev_per_a": [[-1.441, 5.373, 6.354], [1.540, -1.289, -0.060], [1.626, -1.118, -0.852], [-1.755, 3.163, -2.800], [-0.973, -4.393, -0.106], [1.154, -0.380, -1.497], [0.116, 0.140, 0.228], [-0.267, -1.496, -1.266]], "nbo_charge": [-0.702, -0.142, 0.251, 0.274, 0.238, 0.014, 0.077, -0.010]}

***

3.
{"formula": "C2H3Cl3O", "method": "ωB97M-V with the def2-TZVPD basis set", "relative_energy_kj_mol": 353.4, "elements": ["C", "C", "O", "Cl", "Cl", "Cl", "H", "H", "H"], "coordinates": [[0.253, 1.119, -0.643], [-0.919, -0.840, 0.791], [0.724, 0.245, -1.519], [1.287, 1.700, 0.488], [-0.030, -0.668, 2.262], [-0.215, -2.072, -0.243], [-0.734, 1.683, -0.701], [-1.986, -1.114, 0.918], [1.620, -0.053, -1.354]], "forces_ev_per_a": [[-2.528, -0.907, 0.505], [0.151, -0.132, -0.792], [-1.149, 0.800, -1.151], [1.231, 0.824, 1.276], [-0.221, 0.042, 0.312], [-0.119, -0.103, 0.089], [1.653, -1.278, -0.802], [0.719, 0.691, 0.104], [0.264, 0.062, 0.460]], "nbo_charge": [0.076, -0.408, -0.640, 0.070, -0.010, -0.038, 0.237, 0.206, 0.507]}

***

Copy entry 1 word for word.
{"formula": "C2H3Cl3", "method": "ωB97M-V with the def2-TZVPD basis set", "relative_energy_kj_mol": 349.8, "elements": ["C", "C", "Cl", "Cl", "Cl", "H", "H", "H"], "coordinates": [[-1.157, -0.637, -0.074], [1.026, 0.703, -0.100], [-0.577, -2.058, 0.681], [1.940, -0.403, 0.815], [0.630, 2.174, 0.519], [-1.447, -0.782, -1.142], [-1.721, 0.225, 0.394], [1.305, 0.777, -1.092]], "forces_ev_per_a": [[0.626, 1.773, -1.398], [-1.587, -2.532, 0.580], [-0.847, 0.531, 0.117], [0.475, 0.263, 0.149], [-0.493, 1.869, 1.168], [0.480, -0.010, 1.022], [0.850, -1.617, 0.212], [0.496, -0.277, -1.850]], "nbo_charge": [-0.441, -0.329, 0.047, 0.052, 0.065, 0.198, 0.216, 0.192]}